Entry 1:
{
  "formula": "C7H16N",
  "method": "the ωB97M-V functional and the def2-TZVPD basis",
  "relative_energy_kj_mol": 213.0,
  "total_charge": 1,
  "multiplicity": 1,
  "species": ["N", "C", "C", "C", "C", "C", "C", "C", "H", "H", "H", "H", "H", "H", "H", "H", "H", "H", "H", "H", "H", "H", "H", "H"],
  "positions_angstrom": [[1.139, 0.847, -2.438], [0.158, 1.125, -3.212], [2.291, -0.500, -0.876], [-0.951, -0.135, 2.560], [-1.152, -0.490, 1.072], [1.115, -0.125, -1.365], [-0.611, -1.340, 3.402], [-1.597, 0.694, 0.220], [0.271, 1.833, -3.997], [1.989, 1.320, -2.553], [-0.155, 0.634, 2.579], [0.011, -2.101, 2.846], [-1.974, 0.395, -0.752], [3.208, -0.045, -1.258], [0.136, -0.590, -1.221], [-1.848, -1.290, 1.149], [2.414, -1.295, -0.139], [-0.833, 1.536, 0.109], [-0.755, 0.584, -3.055], [-1.872, 0.308, 2.973], [-0.012, -1.010, 4.268], [-2.421, 1.177, 0.735], [-1.486, -1.801, 3.790], [-0.173, -0.953, 0.782]]
}

Entry 2:
{
  "formula": "C3H14N2O2",
  "method": "the ωB97M-V functional and the def2-TZVPD basis",
  "relative_energy_kj_mol": 114.9,
  "total_charge": 0,
  "multiplicity": 1,
  "smiles": "NCCCN.O.O",
  "species": ["O", "O", "N", "N", "C", "C", "C", "H", "H", "H", "H", "H", "H", "H", "H", "H", "H", "H", "H", "H", "H"],
  "positions_angstrom": [[0.050, -3.794, 0.035], [0.413, -1.729, -2.223], [0.634, -0.795, 1.752], [-1.178, 3.052, -0.960], [-0.150, 2.489, -0.067], [-0.467, 1.262, 0.785], [0.805, 0.575, 1.304], [0.747, 2.259, -0.668], [-1.477, 3.937, -0.573], [0.209, -4.731, -0.111], [-0.101, -1.075, -2.747], [-1.077, 1.560, 1.635], [1.282, -1.870, -2.567], [1.543, 0.647, 0.500], [-2.005, 2.472, -1.034], [-0.904, 0.602, 0.024], [1.209, 1.229, 2.087], [0.301, -1.358, 0.988], [0.247, 3.378, 0.453], [-0.756, -3.559, -0.451], [-0.111, -0.767, 2.427]]
}

Entry 3:
{
  "formula": "C5H7NO",
  "method": "the ωB97M-V functional and the def2-TZVPD basis",
  "relative_energy_kj_mol": 191.0,
  "total_charge": 0,
  "multiplicity": 1,
  "smiles": "CC[C@@]1(C#N)CO1",
  "species": ["O", "N", "C", "C", "C", "C", "C", "H", "H", "H", "H", "H", "H", "H"],
  "positions_angstrom": [[1.236, -1.548, -0.791], [0.413, 1.194, -2.494], [0.570, -0.340, -0.385], [-1.533, 0.939, 0.380], [-0.696, -0.343, 0.486], [1.839, -0.771, 0.217], [0.537, 0.568, -1.529], [1.755, -1.258, 1.186], [-2.354, 0.901, 1.103], [2.771, -0.251, 0.026], [-0.377, -0.461, 1.528], [-0.948, 1.840, 0.597], [-1.968, 1.060, -0.616], [-1.308, -1.214, 0.237]]
}

Q: Which value of multiplicity does entry 2 give?
A: 1

What did the second record say?
{
  "formula": "C3H14N2O2",
  "method": "the ωB97M-V functional and the def2-TZVPD basis",
  "relative_energy_kj_mol": 114.9,
  "total_charge": 0,
  "multiplicity": 1,
  "smiles": "NCCCN.O.O",
  "species": ["O", "O", "N", "N", "C", "C", "C", "H", "H", "H", "H", "H", "H", "H", "H", "H", "H", "H", "H", "H", "H"],
  "positions_angstrom": [[0.050, -3.794, 0.035], [0.413, -1.729, -2.223], [0.634, -0.795, 1.752], [-1.178, 3.052, -0.960], [-0.150, 2.489, -0.067], [-0.467, 1.262, 0.785], [0.805, 0.575, 1.304], [0.747, 2.259, -0.668], [-1.477, 3.937, -0.573], [0.209, -4.731, -0.111], [-0.101, -1.075, -2.747], [-1.077, 1.560, 1.635], [1.282, -1.870, -2.567], [1.543, 0.647, 0.500], [-2.005, 2.472, -1.034], [-0.904, 0.602, 0.024], [1.209, 1.229, 2.087], [0.301, -1.358, 0.988], [0.247, 3.378, 0.453], [-0.756, -3.559, -0.451], [-0.111, -0.767, 2.427]]
}

Q: What is the formula in the first record?
A: C7H16N